Entry 1:
Molecular formula: C8H21F3MgOP2
Method: DFT, ωB97M-V with the def2-TZVPD basis set

Positions of all 36 atoms, in Å:
Mg -1.62441 -0.29481 -0.61837
H 2.08126 0.88474 0.41323
H 3.24341 -0.51675 0.55294
P -1.46552 0.87998 1.78111
P -0.04755 -0.30886 -2.54598
C 0.09486 -2.01244 -3.17072
H 0.38900 -1.95529 -4.22868
H 0.85654 -2.55877 -2.60048
H -0.87086 -2.52546 -3.06965
C -0.84922 0.51765 -3.96770
H -0.74200 1.60584 -3.85174
H -0.37766 0.20008 -4.90837
H -1.92591 0.29479 -3.99847
C 1.67813 0.25927 -2.73082
H 2.32774 -0.27126 -2.02388
H 2.03536 0.07728 -3.75866
H 1.70379 1.33161 -2.50066
C -2.91873 1.98539 1.96592
H -3.03931 2.26745 3.02550
H -2.76929 2.89029 1.36221
H -3.83531 1.48815 1.61886
C -1.77033 -0.24303 3.19522
H -0.84668 -0.74557 3.51215
H -2.17980 0.33613 4.03517
H -2.50086 -1.00149 2.89405
C -0.14213 1.92079 2.55027
H 0.15669 2.68749 1.82658
H -0.49048 2.41868 3.46886
H 0.75056 1.32691 2.79642
C -0.50150 -1.79680 0.55430
O -0.23186 -2.71054 1.21695
H 1.31564 0.71810 0.36782
F 4.59463 -1.96238 0.16361
C 3.34030 -1.61115 0.50219
F 2.47235 -2.08003 -0.45782
F 3.03309 -2.19734 1.68388

Forces on the atoms, in the same order (eV/Å):
Mg -1.011 -0.338 0.598
H -1.272 0.045 -0.095
H 0.133 -0.616 0.134
P 0.433 0.202 0.406
P 0.501 0.011 -0.238
C -0.080 -0.230 -0.016
H -0.069 -0.193 0.270
H -0.206 0.105 -0.124
H 0.282 0.075 -0.093
C -0.110 0.254 -0.119
H -0.029 -0.249 -0.081
H -0.102 0.146 0.188
H 0.377 -0.031 0.067
C 0.219 0.153 -0.246
H -0.235 0.142 -0.208
H -0.038 0.180 0.348
H 0.166 -0.194 -0.131
C -0.087 0.253 0.158
H 0.021 0.009 -0.363
H -0.082 -0.184 0.115
H 0.352 0.064 0.049
C -0.133 -0.315 -0.016
H -0.245 0.130 -0.161
H 0.144 -0.174 -0.196
H 0.110 0.047 0.139
C 0.003 0.314 0.018
H 0.020 -0.038 0.180
H 0.044 -0.144 -0.259
H -0.365 0.048 -0.166
C 0.422 -1.226 0.797
O -0.413 1.240 -0.925
H 1.178 0.182 0.059
F -0.632 0.015 0.075
C -0.472 -0.340 -0.121
F 0.973 0.218 0.945
F 0.203 0.439 -0.987

Computed properties:
Orbital gap (spin up / spin down) ... 4.88 / 4.88 eV

***

Entry 2:
Molecular formula: C8H21FKO7S2
Method: DFT, ωB97M-V with the def2-TZVPD basis set

Positions of all 40 atoms, in Å:
K -37.18186 -2.34401 -8.12732
C -37.88984 -0.47381 -12.88764
C -37.06855 -1.59184 -12.28249
O -37.25412 -1.83557 -10.94305
H -38.98089 -0.57769 -12.84493
H -37.61848 -0.24445 -13.92638
H -37.68163 0.46207 -12.35271
H -36.02427 -1.22139 -12.43143
H -37.12471 -2.53082 -12.87389
F -38.87849 -0.67859 -6.97585
O -37.68816 -4.86499 -8.77938
S -38.08597 -5.90562 -9.69081
O -37.74429 -7.27874 -9.46943
O -39.72971 -5.81160 -9.68376
C -40.44853 -6.63894 -10.60868
C -41.73204 -7.04863 -9.90515
C -37.65102 -5.28681 -11.30049
H -39.85530 -7.50302 -10.91337
H -40.68852 -6.02888 -11.48593
H -42.19863 -7.88386 -10.43045
H -42.46444 -6.28858 -9.62481
H -41.51245 -7.38182 -8.88208
H -36.56293 -5.29058 -11.37506
H -37.89921 -4.22668 -11.42454
H -38.13608 -5.92272 -12.03895
O -36.81502 4.13109 -8.15038
S -35.45378 4.14319 -8.62109
O -34.42646 4.75539 -7.81451
O -34.92203 2.67258 -8.97150
C -35.70991 1.84011 -9.87043
C -36.65098 0.93053 -9.08157
C -35.42577 4.90021 -10.30093
H -34.98970 1.26043 -10.44331
H -36.27912 2.44650 -10.57743
H -37.44772 0.54434 -9.72122
H -37.13924 1.44371 -8.26006
H -36.09042 0.04169 -8.79899
H -35.06671 5.92485 -10.24532
H -36.45467 4.91048 -10.65253
H -34.78425 4.31663 -10.95269

Forces on the atoms, in the same order (eV/Å):
K -0.853 0.822 -0.373
C -0.674 0.938 -0.226
C 1.111 -0.123 1.343
O -0.376 -0.281 -0.070
H 0.101 -0.371 0.077
H 0.043 -0.320 -0.092
H 0.043 -0.165 0.188
H 0.163 -0.233 -0.353
H -0.249 0.057 -0.442
F 0.615 -0.534 -0.203
O -0.055 -1.096 0.112
S -1.494 1.793 0.138
O 0.243 0.235 -0.339
O 1.767 0.090 -0.134
C -0.829 0.555 0.212
C 0.007 -0.722 1.104
C 0.086 -0.274 -0.129
H -0.055 -0.044 0.171
H 0.183 -0.092 -0.035
H -0.183 0.187 -0.015
H 0.150 0.450 -1.030
H 0.479 -0.487 -0.327
H -0.033 -0.457 0.016
H -0.410 0.054 0.527
H 0.240 0.012 -0.150
O 0.809 -0.118 -0.406
S 0.350 0.194 -0.631
O -0.556 -0.540 -0.533
O -0.034 0.955 0.296
C -0.994 -0.499 0.271
C 0.096 -0.051 -0.745
C -0.354 -0.140 0.754
H 0.113 0.082 0.054
H 0.106 0.247 0.114
H 0.134 0.029 -0.138
H 0.202 -0.096 0.245
H -0.033 0.172 0.499
H 0.069 -0.059 0.300
H 0.047 -0.112 -0.098
H 0.027 -0.060 0.045

Computed properties:
Charge ... -1
Orbital gap ... 6.11 eV
Energy above the lowest of the compared OMol25 structures with the same formula, charge and spin ... 0.0000 eV

***

Entry 3:
Molecular formula: C8H21I2IrO2P2
Method: DFT, ωB97M-V with the def2-TZVPD basis set

Positions of all 36 atoms, in Å:
I 2.26008 0.80310 -4.47201
I 0.20629 -0.98956 -4.57531
Ir -0.17269 -0.06854 0.15250
P 1.19713 -1.89752 0.28532
C 0.25931 -3.49407 0.30386
C 2.50482 -2.15667 -0.94928
H 3.09524 -3.04201 -0.70376
H 2.69214 -2.85306 1.98329
H 3.16795 -1.29125 -0.96271
H 2.71787 -1.06123 2.00267
H -0.23850 -3.62366 -0.66382
H 2.06070 -2.26416 -1.93776
C 2.06909 -1.94520 1.92235
H 0.94019 -4.34276 0.48243
H 1.34476 -1.95147 2.75009
H -0.49578 -3.47397 1.09882
P -0.90004 2.04432 -0.35334
C -2.73370 2.12894 -0.60327
C -0.65806 3.18511 1.09090
H 0.87435 3.01869 -1.66667
H -0.62673 3.94742 -1.83630
H -0.41389 2.39577 -2.69306
C -0.20793 2.94121 -1.77387
H 0.41838 3.26437 1.30040
H -1.04834 4.18563 0.84048
H -3.06136 3.17412 -0.73065
H -3.25007 1.69970 0.26366
H -1.18381 2.80725 1.98018
H -2.99607 1.55427 -1.49917
C -1.67488 -0.95698 -0.39646
O -2.70716 -1.51953 -0.47856
C -1.23913 -0.12542 3.25720
O -0.46848 0.09362 2.09490
H -1.38384 0.89155 3.65221
H -0.56408 -0.71281 3.89724
H -2.18754 -0.64211 3.04841

Forces on the atoms, in the same order (eV/Å):
I 0.982 0.778 -0.174
I -0.878 -0.794 -0.274
Ir -0.206 0.135 1.256
P 0.869 -3.722 1.486
C 0.199 0.393 -0.172
C -0.182 0.721 -0.154
H -0.182 -0.004 0.093
H -0.247 0.308 -0.151
H 0.112 -0.018 -0.008
H -0.118 -0.261 0.161
H 0.036 -0.110 0.183
H 0.026 -0.146 -0.035
C -0.022 0.406 -0.416
H -0.173 0.386 -0.087
H 0.210 0.021 -0.355
H 0.145 0.005 -0.158
P -2.730 3.020 0.413
C 0.455 -0.100 -0.127
C 0.379 -0.342 -0.306
H 0.052 0.125 0.032
H -0.111 -0.105 0.125
H -0.158 0.050 -0.082
C 0.522 -0.580 -0.007
H -0.302 0.084 0.110
H 0.127 -0.401 -0.033
H 0.231 -0.367 0.040
H 0.116 0.080 -0.161
H 0.183 0.070 -0.368
H -0.083 0.139 0.150
C -4.384 -2.458 -0.762
O 4.543 2.442 0.153
C -0.071 -0.044 -0.312
O 0.808 0.275 -0.840
H -0.095 -0.393 0.386
H -0.397 0.222 0.287
H 0.343 0.184 0.106

Computed properties:
Charge ... +3
2S+1 ... 6
Orbital gap (spin up / spin down) ... 6.90 / 5.28 eV
Energy above the lowest of the compared OMol25 structures with the same formula, charge and spin ... 1.2270 eV

***

Entry 4:
Molecular formula: C8H21I2O2OsP2
Method: DFT, ωB97M-V with the def2-TZVPD basis set

Positions of all 36 atoms, in Å:
I -0.41939 -2.51040 -1.25120
I -0.01999 2.44938 -0.59059
Os -0.00932 -0.09136 -0.62830
P -2.29323 0.04489 -0.09443
C -3.16380 -0.05342 -1.66526
C -2.86068 -1.42241 0.83900
H -3.91812 -1.30599 1.09239
H -4.03389 1.29587 1.05021
H -2.25613 -1.51791 1.75007
H -2.41119 1.65117 1.70825
H -2.88327 -0.97672 -2.18126
H -2.71577 -2.32622 0.22768
C -2.98364 1.48029 0.78916
H -4.23434 -0.04954 -1.44848
H -2.92347 2.37354 0.16160
H -2.89488 0.81237 -2.28182
P 2.26660 0.02231 -0.08125
C 3.19274 -0.06472 -1.62729
C 2.95447 1.46960 0.79642
H 2.23347 -1.53786 1.76516
H 3.89815 -1.32863 1.10778
H 2.69662 -2.33691 0.23129
C 2.83775 -1.44174 0.85128
H 2.37709 1.65013 1.71172
H 4.00514 1.29656 1.06498
H 4.25731 -0.04505 -1.38338
H 2.93307 0.79135 -2.26217
H 2.89359 2.35967 0.16175
H 2.93444 -0.99862 -2.13836
C 0.19077 0.38339 -2.48662
O 0.36322 0.66009 -3.62664
C -0.00173 -0.15814 2.81320
O -0.01320 -0.06881 1.41738
H 0.89822 -0.67816 3.13615
H -0.89013 -0.69077 3.14615
H -0.00660 0.86730 3.21344

Forces on the atoms, in the same order (eV/Å):
I 0.641 -0.192 -0.239
I 0.017 1.432 0.084
Os -0.017 0.215 1.908
P -3.365 -0.564 -0.018
C 0.129 0.186 -0.212
C 0.652 0.122 0.044
H 0.103 0.046 0.009
H 0.212 -0.143 -0.146
H -0.385 -0.156 -0.145
H -0.203 0.076 -0.077
H -0.193 0.187 0.006
H -0.254 0.332 0.273
C 0.645 -0.005 0.139
H -0.063 0.036 -0.135
H -0.090 -0.048 0.051
H -0.236 -0.158 -0.023
P 3.635 -0.523 -0.041
C -0.342 0.103 -0.232
C -0.766 0.049 0.202
H 0.435 -0.184 -0.230
H -0.203 0.080 -0.064
H 0.072 0.189 0.187
C -0.818 0.070 0.075
H 0.225 0.062 -0.093
H -0.237 -0.179 -0.165
H 0.026 -0.008 -0.094
H 0.256 -0.170 0.031
H 0.082 -0.094 0.042
H 0.193 0.156 -0.026
C 0.940 0.783 -7.341
O -1.021 -1.443 6.386
C -0.260 1.558 0.006
O -0.003 -0.570 -0.472
H 0.125 -0.396 0.098
H -0.018 -0.453 0.118
H 0.088 -0.395 0.090

Computed properties:
Charge ... +3
2S+1 ... 5
Orbital gap (spin up / spin down) ... 8.74 / 6.10 eV
Energy above the lowest of the compared OMol25 structures with the same formula, charge and spin ... 0.0000 eV

***

Entry 5:
Molecular formula: C8H21KO7S2
Method: DFT, ωB97M-V with the def2-TZVPD basis set

Positions of all 39 atoms, in Å:
K 2.58766 4.49766 -14.76849
C -1.47412 4.93992 -17.62467
C -0.63869 4.33467 -16.48845
O 0.50487 5.02890 -16.23995
H -2.39635 4.35802 -17.76567
H -0.92142 4.94450 -18.56622
H -1.75038 5.97189 -17.39239
H -0.40819 3.28661 -16.80647
H -1.30996 4.25932 -15.60084
O 0.33596 6.37035 -10.62975
S 1.12607 5.31657 -11.14748
O 1.68001 5.39185 -12.45575
O 2.37755 5.09645 -10.20129
C 2.12668 5.12143 -8.77318
C 3.08516 4.16115 -8.11404
C 0.24473 3.78692 -11.02643
H 1.09491 4.85343 -8.54538
H 2.29001 6.13946 -8.42526
H 3.13828 4.36287 -7.04611
H 4.07511 4.24288 -8.56160
H 2.75576 3.12856 -8.25288
H -0.32951 3.76292 -10.10628
H 0.98952 2.99492 -11.04362
H -0.36872 3.74258 -11.92286
O 3.59927 -0.00358 -13.65141
S 3.08130 0.94926 -12.72905
O 2.56198 2.19308 -13.19411
O 1.88907 0.32243 -11.93630
C 2.12325 -0.95331 -11.30703
C 0.80204 -1.54250 -10.89876
C 4.28128 1.25062 -11.45682
H 2.75838 -0.82339 -10.41985
H 2.71013 -1.59506 -11.96762
H -0.01873 -1.23864 -11.55002
H 0.49741 -1.20514 -9.90634
H 0.83263 -2.63069 -10.90236
H 3.75412 1.52862 -10.54934
H 4.92111 2.04597 -11.82918
H 4.85548 0.33717 -11.32943

Forces on the atoms, in the same order (eV/Å):
K -0.824 0.193 -0.532
C -0.328 -0.115 0.087
C 0.360 0.037 -0.422
O 0.806 -0.076 0.635
H 0.030 0.082 -0.068
H 0.096 -0.022 0.045
H 0.047 -0.015 0.044
H -0.281 -0.056 0.156
H -0.027 -0.090 0.000
O -0.459 0.568 0.288
S 0.097 -0.515 -0.070
O 0.328 0.089 -0.284
O -0.118 -0.278 0.170
C 0.206 0.180 0.256
C -0.034 -0.323 -0.212
C 0.425 0.112 0.010
H -0.044 0.045 -0.153
H -0.035 0.060 -0.089
H 0.067 -0.009 0.023
H 0.057 0.167 0.144
H -0.011 0.025 0.037
H -0.160 0.021 -0.062
H -0.076 -0.098 -0.131
H -0.185 -0.065 0.094
O 0.228 -0.065 -0.098
S 0.190 0.024 -0.072
O 0.035 0.495 -0.122
O -0.284 -0.133 0.415
C 0.537 -0.547 0.375
C -0.733 0.003 0.207
C -0.088 -0.194 -0.373
H -0.144 0.273 -0.095
H -0.369 0.074 -0.296
H 0.260 -0.037 -0.299
H 0.166 -0.072 0.032
H 0.102 0.009 0.071
H 0.096 0.176 0.041
H 0.029 0.059 0.130
H 0.037 0.019 0.119

Computed properties:
Orbital gap ... 5.37 eV
Energy above the lowest of the compared OMol25 structures with the same formula, charge and spin ... 0.0000 eV

***

Entry 6:
Molecular formula: C8H21N3O10P2V
Method: DFT, ωB97M-V with the def2-TZVPD basis set

Positions of all 45 atoms, in Å:
V -0.41478 0.32020 0.13674
O -4.10845 1.96533 0.09697
P -2.86859 1.00581 0.32840
O -2.31064 0.41382 -0.94109
O -1.78598 1.73788 1.10066
O -3.47519 -0.15547 1.25053
P -2.42545 -1.05459 2.15869
O -2.10634 -0.04418 3.35515
O -3.04408 -2.29588 2.60583
O -1.16124 -1.12968 1.28322
H -4.89544 1.50873 -0.22231
H -1.91497 0.83451 2.98305
N 3.37701 -1.40959 0.36409
C 3.71678 -0.23175 1.17613
C 2.63915 0.82841 1.06334
N 1.31273 0.36661 1.52745
H 4.15615 -2.05814 0.33865
H 3.18363 -1.12564 -0.59359
H 1.97875 -2.31458 0.55938
H 4.66956 0.21202 0.87238
H 3.81855 -0.55043 2.21610
H 2.54957 1.14836 0.02200
H 2.95059 1.69893 1.64166
H 1.00637 0.91871 2.32038
H 1.35127 -0.59134 1.86639
O -0.25925 -0.50925 -3.05845
C -0.31959 -1.34396 -2.17862
C -1.30913 -2.48711 -2.07778
C -0.76689 -3.32657 -0.91970
C 0.40125 -2.50903 -0.46830
O 1.17391 -2.93041 0.47741
N 0.59634 -1.38426 -1.11248
H -1.36598 -3.01527 -3.02778
H -2.28261 -2.04423 -1.86785
H -0.44279 -4.32840 -1.20113
H -1.45265 -3.41306 -0.07559
C 0.09297 3.84995 -0.71729
C -0.25422 2.81738 -1.76160
O 0.37976 1.56851 -1.40338
H -0.36975 4.80367 -0.97276
H 1.17298 3.99582 -0.66300
H -0.28513 3.54363 0.25845
H 0.11737 3.10997 -2.74506
H -1.33155 2.65748 -1.82677
H 0.30604 0.94709 -2.16853

Forces on the atoms, in the same order (eV/Å):
V -0.080 -0.076 -0.065
O -0.006 0.011 0.006
P -0.094 0.012 0.035
O 0.017 0.033 0.004
O 0.003 0.005 0.002
O 0.015 0.019 0.012
P 0.010 -0.012 -0.067
O -0.017 0.001 0.030
O -0.001 -0.002 0.000
O 0.003 0.042 0.035
H 0.000 -0.007 -0.007
H 0.002 0.000 -0.007
N -0.020 0.018 -0.003
C 0.002 0.021 0.026
C -0.005 -0.012 -0.029
N 0.099 0.048 0.034
H -0.017 -0.003 0.005
H 0.020 0.015 -0.012
H 0.065 -0.021 -0.001
H -0.003 0.005 -0.001
H 0.002 -0.008 -0.004
H 0.008 -0.011 -0.004
H -0.009 0.007 -0.011
H 0.016 -0.013 0.026
H -0.015 -0.005 -0.016
O -0.013 -0.002 0.067
C 0.035 -0.036 -0.092
C 0.018 0.007 0.014
C -0.016 0.040 0.015
C -0.001 -0.042 -0.135
O -0.061 -0.018 0.050
N 0.056 0.045 0.084
H -0.007 0.002 0.003
H -0.012 -0.014 0.009
H 0.002 -0.003 -0.001
H -0.011 -0.015 -0.008
C 0.000 -0.005 -0.001
C -0.013 0.019 -0.004
O 0.019 -0.053 -0.046
H -0.001 0.001 0.001
H 0.000 0.000 0.000
H -0.003 -0.004 0.000
H 0.000 -0.001 0.000
H 0.002 0.000 0.004
H 0.011 0.012 0.051

Computed properties:
2S+1 ... 2
Orbital gap (spin up / spin down) ... 6.93 / 6.35 eV
Energy above the lowest of the compared OMol25 structures with the same formula, charge and spin ... 0.0709 eV